Record 1
The following is a quantum chemistry calculation of 2 unconnected molecules or ions with the total composition C4H11NO2 in a non-equilibrium geometry, from the OMol25 dataset.

Summary:
- Energy above the lowest of the compared OMol25 structures with the same formula, charge and spin: 0.941 eV
- SMILES: CC(=O)N(C)C.O

Geometry as ORCA input:
```
! RIJCOSX wB97M-V def2-TZVPD def2/J DEFGRID3
* xyz 0 1
C -1.91 0.59 -0.65
C -0.66 0.49 0.15
N 0.54 0.47 -0.59
C 1.73 0.15 0.15
C 0.56 0.92 -1.95
O -0.63 0.08 1.30
H -1.96 1.58 -1.15
H -2.77 0.58 0.03
H -2.02 -0.17 -1.43
H 2.04 1.04 0.72
H 1.56 -0.68 0.82
H 2.54 0.03 -0.58
H -0.06 1.82 -1.99
H 0.24 0.20 -2.72
H 1.54 1.31 -2.24
H -0.24 -2.64 4.12
H -0.34 -2.57 2.66
O -0.16 -3.22 3.35
*
```

=====

Record 2
The following is a quantum chemistry calculation of a molecular structure, C12H40BKO12 in a non-equilibrium geometry, from the OMol25 dataset.

Summary:
- Energy above the lowest of the compared OMol25 structures with the same formula, charge and spin: 32.045 eV

Geometry as ORCA input:
```
! RIJCOSX wB97M-V def2-TZVPD def2/J DEFGRID3
* xyz 0 1
K 8.62 4.29 -6.17
B 7.56 6.36 -5.80
H 7.46 5.44 -5.24
H 7.39 7.19 -5.14
H 8.52 6.26 -6.28
H 6.79 6.35 -6.56
C 5.35 6.09 -9.13
C 5.21 5.65 -7.62
O 4.11 4.79 -7.44
O 5.90 5.01 -9.86
H 6.22 6.75 -9.20
H 4.51 6.46 -9.71
H 5.23 6.56 -7.01
H 6.13 5.14 -7.35
H 4.13 4.14 -8.14
H 5.17 4.71 -10.41
C 10.70 6.88 -6.74
C 11.02 8.33 -7.24
O 9.89 9.14 -7.38
O 10.28 6.13 -7.89
H 9.93 7.03 -5.98
H 11.65 6.52 -6.33
H 11.56 8.38 -8.19
H 11.63 8.79 -6.47
H 9.56 8.99 -8.27
H 10.25 5.20 -7.65
C 8.67 8.44 -5.04
C 8.75 9.91 -5.51
O 10.10 10.20 -5.86
O 7.70 8.36 -4.03
H 9.60 8.35 -4.49
H 8.45 7.82 -5.90
H 8.51 10.57 -4.68
H 7.94 10.11 -6.21
H 10.39 9.66 -6.60
H 6.85 8.44 -4.47
C 9.20 6.53 -3.55
C 9.06 5.05 -3.18
O 8.33 4.22 -4.11
O 9.56 6.74 -4.87
H 10.01 6.99 -2.98
H 8.38 7.21 -3.32
H 8.48 5.07 -2.25
H 9.98 4.50 -3.03
H 7.41 4.43 -3.90
H 8.73 6.78 -5.35
C 7.49 8.42 -7.92
C 6.57 9.56 -8.48
O 5.49 8.89 -9.18
O 6.82 8.02 -6.80
H 8.53 8.69 -7.75
H 7.56 7.51 -8.51
H 7.17 10.17 -9.15
H 6.11 10.28 -7.79
H 4.97 8.55 -8.45
H 7.41 7.44 -6.32
C 4.86 6.94 -4.52
C 5.80 6.99 -3.34
O 6.94 6.27 -3.62
O 5.36 7.62 -5.67
H 3.85 7.27 -4.29
H 4.74 5.91 -4.85
H 5.24 6.54 -2.53
H 6.05 8.04 -3.16
H 7.12 6.38 -4.56
H 6.08 7.05 -5.94
*
```

=====

| no. | Kohn-Sham gap (Eh) | DFT total energy (a.u.) |
| --- | --- | --- |
| 1 | 0.3635 | -364.2336 |
| 2 | 0.2716 | -2007.5230 |